The following is a quantum chemistry calculation of a molecular structure, C34H33FIrNSi in a non-equilibrium geometry, from OMol25.

Element x y z (Å)
Ir (-0.1003, 0.0979, -1.2307)
C (-1.9770, -2.6606, -1.7172)
N (-0.9754, -1.8745, -2.4333)
C (-1.5252, -1.4639, -3.7267)
C (0.2590, -2.6510, -2.6561)
C (1.3582, -1.7480, -3.1628)
C (2.1597, -2.1047, -4.2374)
C (3.1526, -1.2473, -4.6892)
C (3.3742, -0.0433, -4.0407)
C (2.5924, 0.3029, -2.9505)
C (1.5502, -0.5130, -2.5152)
H (-2.2061, -3.5807, -2.2641)
H (-2.8939, -2.0813, -1.6248)
H (-1.6283, -2.9243, -0.7203)
H (-1.8497, -2.3410, -4.2935)
H (-0.7633, -0.9409, -4.2993)
H (-2.3784, -0.8052, -3.5831)
H (0.0681, -3.4675, -3.3628)
H (0.5691, -3.0882, -1.7009)
H (2.0110, -3.0538, -4.7324)
H (3.7569, -1.5178, -5.5420)
H (4.1473, 0.6296, -4.3821)
H (2.8109, 1.2302, -2.4397)
F (0.9624, 5.2029, 1.5264)
C (0.4749, 4.4551, 0.5268)
C (1.3381, 3.9686, -0.4502)
C (0.8378, 3.1734, -1.4544)
C (-0.5356, 2.7947, -1.4735)
C (-1.0412, 1.8712, -2.4416)
C (-1.3873, 3.3857, -0.5034)
C (-0.8939, 4.2017, 0.4818)
H (2.3849, 4.2240, -0.4056)
H (1.4775, 2.8371, -2.2580)
H (-0.5255, 1.8271, -3.3956)
H (-2.1218, 1.7962, -2.5064)
H (-2.4448, 3.1845, -0.5587)
H (-1.5453, 4.6545, 1.2110)
C (4.1839, 0.0919, 2.7405)
C (3.7625, 0.8073, 1.6317)
C (2.4612, 0.6768, 1.1850)
C (1.5578, -0.1585, 1.8358)
C (1.9917, -0.8731, 2.9458)
C (3.2948, -0.7410, 3.3986)
Si (-0.2446, -0.2437, 1.1597)
C (-1.2968, 1.1809, 1.9150)
C (-0.7740, 1.9950, 2.9114)
C (-1.6081, 2.8412, 3.6244)
C (-2.9463, 2.9492, 3.2850)
C (-3.4586, 2.1871, 2.2467)
C (-2.6389, 1.3026, 1.5723)
C (-0.9752, -1.8638, 1.8900)
C (-2.0472, -1.8484, 2.7764)
C (-2.5604, -3.0335, 3.2759)
C (-2.0386, -4.2472, 2.8637)
C (-0.9644, -4.2753, 1.9889)
C (-0.4280, -3.0903, 1.5199)
H (5.2036, 0.1789, 3.0844)
H (4.4512, 1.4538, 1.1089)
H (2.1290, 1.2393, 0.3201)
H (1.3094, -1.5231, 3.4722)
H (3.6188, -1.2990, 4.2643)
H (0.2786, 1.9442, 3.1467)
H (-1.2093, 3.4166, 4.4472)
H (-3.5907, 3.6323, 3.8166)
H (-4.4909, 2.2846, 1.9507)
H (-3.0471, 0.6992, 0.7720)
H (-2.4777, -0.9109, 3.0970)
H (-3.3758, -3.0047, 3.9837)
H (-2.4523, -5.1712, 3.2348)
H (-0.5495, -5.2184, 1.6680)
H (0.4388, -3.1084, 0.8733)

Calculated values
E_HOMO (alpha / beta) ... -0.3851 / -0.4202 hartree
2S+1 ... 2
Frontier orbital gap (alpha / beta) ... 0.2031 / 0.2508 Eh
Charge ... +1

The following is a quantum chemistry calculation of 2 unconnected molecules or ions with the total composition C34H33N2OP in a non-equilibrium geometry, from OMol25.

Element x y z (Å)
C (-3.5789, 0.4716, 3.7944)
C (-2.3480, 0.6002, 4.4494)
C (-1.1585, 0.3359, 3.7590)
C (-1.1954, -0.0972, 2.4217)
P (0.3346, -0.4137, 1.4495)
C (1.3338, 0.9919, 2.1223)
C (2.4096, 0.8649, 3.0177)
C (3.0234, 2.0160, 3.5336)
C (2.6065, 3.2898, 3.1305)
C (1.5427, 3.4184, 2.2327)
C (0.9132, 2.2751, 1.7310)
C (0.8280, -2.1049, 1.7125)
C (2.1588, -2.4327, 1.5956)
N (3.2869, -2.7913, 1.5207)
O (0.1334, -0.1523, -0.0206)
C (-2.4252, -0.1747, 1.7569)
C (-3.6156, 0.0955, 2.4455)
H (-4.5070, 0.6673, 4.3363)
H (-2.3135, 0.9169, 5.4950)
H (-0.1985, 0.5071, 4.2524)
H (2.7566, -0.1328, 3.3013)
H (3.8325, 1.9142, 4.2576)
H (3.0990, 4.1820, 3.5193)
H (1.1981, 4.4045, 1.9192)
H (0.0778, 2.3795, 1.0302)
H (0.1118, -2.8385, 2.1375)
H (-2.4438, -0.4148, 0.6908)
H (-4.5744, 0.0229, 1.9265)
C (-0.1181, -5.6474, -4.0581)
C (-0.1723, -4.1285, -3.8788)
C (-0.4370, -3.4952, -5.2475)
C (-1.2526, -3.6854, -2.8972)
C (1.1859, -3.6744, -3.3492)
N (2.0723, -3.1047, -4.1884)
C (3.2822, -2.8358, -3.5600)
C (3.1764, -3.3159, -2.2460)
C (4.3091, -3.2800, -1.4357)
C (5.5075, -2.7684, -1.9574)
C (5.5378, -2.1807, -3.2350)
C (4.4186, -2.2286, -4.0729)
C (1.7979, -3.8024, -2.0621)
C (1.3320, -4.3124, -0.8239)
C (1.9854, -5.4016, -0.1766)
C (3.0899, -6.1027, -0.7545)
C (3.8629, -6.9825, -0.0148)
C (3.5821, -7.2176, 1.3376)
C (4.5258, -8.0130, 2.1831)
C (2.3836, -6.7073, 1.8580)
C (1.5917, -5.8445, 1.1188)
H (0.0729, -6.1678, -3.1105)
H (-1.0622, -6.0078, -4.4828)
H (0.6647, -5.9058, -4.7855)
H (-0.4125, -2.3999, -5.2223)
H (0.2584, -3.8579, -6.0105)
H (-1.4290, -3.7956, -5.5989)
H (-1.1496, -2.6117, -2.6804)
H (-2.2505, -3.8651, -3.3208)
H (-1.1709, -4.2291, -1.9518)
H (1.8844, -2.8901, -5.1674)
H (4.2154, -3.6311, -0.4086)
H (6.4186, -2.8429, -1.3616)
H (6.4315, -1.6664, -3.5705)
H (4.4017, -1.8186, -5.0821)
H (0.4922, -3.8244, -0.3342)
H (3.3519, -5.9154, -1.7966)
H (4.7088, -7.4834, -0.4889)
H (4.1008, -8.1897, 3.1752)
H (4.7750, -8.9776, 1.7243)
H (5.4662, -7.4651, 2.3228)
H (2.0879, -6.9909, 2.8716)
H (0.6687, -5.4482, 1.5412)

Calculated values
E_HOMO ... -0.2325 hartree
Frontier orbital gap ... 0.1471 Eh
Charge ... 0

The following is a quantum chemistry calculation of a molecular structure, C34H34AgF3N5O4S in a non-equilibrium geometry, from OMol25.

Element x y z (Å)
Ag (0.0231, -2.2461, -1.5877)
C (2.3872, -3.9679, 1.2409)
C (3.2264, -3.0399, 2.0382)
C (4.3682, -3.5533, 2.6462)
C (5.0763, -2.8097, 3.5882)
C (4.6692, -1.5297, 3.8884)
C (3.5234, -0.9697, 3.2203)
C (2.8127, -1.7454, 2.3298)
N (1.5234, -1.3248, 1.9514)
C (1.3232, -0.6512, 0.7551)
N (2.4801, -0.4336, -0.0472)
C (2.9923, -1.4671, -0.9143)
C (2.0949, -2.3398, -1.6021)
C (2.6409, -3.2132, -2.5704)
C (3.9901, -3.3030, -2.7583)
C (4.8080, -2.5495, -1.9622)
C (4.3534, -1.5895, -1.1074)
C (5.3448, -0.7349, -0.3809)
N (0.1897, -0.1542, 0.4775)
C (-0.8128, -0.3055, 1.4296)
C (-1.6009, -1.4325, 1.3766)
C (-2.5451, -1.6261, 2.3613)
C (-2.8869, -0.5931, 3.1953)
C (-2.1414, 0.6054, 3.1787)
C (-1.1254, 0.7975, 2.2653)
C (-0.2378, 2.0226, 2.3130)
H (2.0438, -3.4172, 0.4047)
H (1.4909, -4.1243, 1.8936)
H (2.8167, -4.9938, 0.9914)
H (4.7143, -4.5121, 2.3254)
H (5.9953, -3.1917, 3.9711)
H (5.2115, -0.9682, 4.7254)
H (3.1454, 0.0031, 3.4669)
H (0.7751, -1.7551, 2.4750)
H (3.2265, -0.0303, 0.5086)
H (2.0183, -3.9507, -3.1001)
H (4.4451, -3.9416, -3.5090)
H (5.8569, -2.7611, -2.0544)
H (6.3466, -1.0610, -0.6556)
H (5.2312, -0.8367, 0.6871)
H (5.2289, 0.3141, -0.6631)
H (-1.3592, -2.1993, 0.6073)
H (-3.0298, -2.6085, 2.4196)
H (-3.6325, -0.7650, 3.9897)
H (-2.4037, 1.4435, 3.8900)
H (-0.7434, 2.8575, 1.8100)
H (0.6617, 1.8360, 1.7453)
H (-0.1261, 2.3416, 3.3472)
F (-2.8306, -5.0487, -1.5898)
C (-3.6357, -4.2941, -2.2989)
F (-4.0194, -5.0404, -3.3020)
F (-4.7361, -4.0123, -1.5769)
S (-2.8690, -2.7454, -2.9370)
O (-3.9718, -1.9663, -3.4359)
O (-1.9674, -3.2753, -3.9421)
O (-2.1772, -2.2793, -1.7299)
C (-3.6016, 2.1988, 0.0265)
N (-3.3429, 2.7000, -1.3233)
N (-3.2071, 4.1146, -1.4434)
C (-3.6717, 4.5032, -2.6863)
O (-3.4708, 5.6073, -3.1672)
C (-4.2663, 3.3266, -3.2751)
C (-4.1087, 2.3019, -2.4624)
C (-4.4082, 0.8802, -2.7862)
C (-2.0756, 4.7794, -0.9169)
C (-0.8030, 4.2380, -0.9085)
C (0.2544, 5.0107, -0.4813)
C (0.0596, 6.3154, -0.1026)
C (-1.1869, 6.8847, -0.1166)
C (-2.2392, 6.1248, -0.5756)
H (-2.8975, 2.6714, 0.6738)
H (-3.3692, 1.1083, 0.0238)
H (-4.6372, 2.3329, 0.3764)
H (-4.5941, 3.2985, -4.3463)
H (-4.6570, 0.7131, -3.8409)
H (-5.2327, 0.5369, -2.1521)
H (-3.5513, 0.3033, -2.4927)
H (-0.6597, 3.2189, -1.2499)
H (1.2695, 4.6111, -0.3489)
H (0.8753, 6.9055, 0.2965)
H (-1.3854, 7.9575, 0.0750)
H (-3.2758, 6.4940, -0.5848)

Calculated values
E_HOMO ... -0.1952 hartree
Frontier orbital gap ... 0.2821 Eh
Charge ... -1

The following is a quantum chemistry calculation of a molecular structure, C34H34AsClF6NRhSi, from OMol25.

Element x y z (Å)
Rh (0.6360, -1.3489, -0.5698)
C (-0.6329, -2.8679, -1.3638)
Si (-2.2281, -2.0042, -1.4169)
C (-2.0673, -0.5863, -0.1601)
N (-0.7366, 0.1126, -0.2170)
C (-0.6937, 1.1502, -1.3079)
C (-1.0620, 2.5583, -0.8280)
C (-2.1292, 2.5634, 0.2580)
C (-1.6440, 1.7348, 1.4616)
C (-0.4903, 0.8026, 1.0920)
C (-2.6232, -1.2302, -3.0918)
C (-3.7363, -0.3913, -3.2173)
C (-4.0368, 0.2421, -4.4138)
C (-3.2205, 0.0462, -5.5212)
C (-2.1139, -0.7831, -5.4202)
C (-1.8204, -1.4139, -4.2167)
C (-3.7696, -2.9322, -0.8450)
C (-4.8199, -3.2583, -1.7055)
C (-5.9191, -3.9815, -1.2608)
C (-5.9880, -4.3955, 0.0618)
C (-4.9518, -4.0880, 0.9331)
C (-3.8557, -3.3662, 0.4825)
H (-0.2916, -3.2580, -2.3217)
H (-0.6088, -3.6598, -0.6084)
H (-2.1555, -1.0112, 0.8404)
H (-2.8716, 0.1429, -0.2758)
H (-1.3614, 0.8088, -2.0971)
H (0.3128, 1.1609, -1.7104)
H (-1.3783, 3.1318, -1.7015)
H (-0.1654, 3.0506, -0.4425)
H (-3.0616, 2.1575, -0.1414)
H (-2.3506, 3.5878, 0.5621)
H (-2.4647, 1.1728, 1.9081)
H (-1.2591, 2.3927, 2.2440)
H (-0.3317, 0.0518, 1.8572)
H (0.4396, 1.3528, 0.9861)
H (-4.3855, -0.2303, -2.3611)
H (-4.9041, 0.8876, -4.4841)
H (-3.4468, 0.5415, -6.4576)
H (-1.4682, -0.9331, -6.2767)
H (-0.9356, -2.0329, -4.1466)
H (-4.7812, -2.9438, -2.7427)
H (-6.7213, -4.2229, -1.9481)
H (-6.8443, -4.9594, 0.4117)
H (-4.9905, -4.4132, 1.9653)
H (-3.0536, -3.1551, 1.1812)
C (2.1146, -0.1481, 0.1708)
C (2.9984, 0.5828, 0.6118)
C (3.9600, 1.4457, 1.1292)
C (3.6924, 2.0534, 2.4360)
C (4.1882, 3.3139, 2.7972)
C (3.8646, 3.8824, 4.0189)
C (3.0371, 3.2124, 4.9106)
C (2.5250, 1.9689, 4.5603)
C (2.8443, 1.3984, 3.3405)
C (5.1621, 1.7172, 0.3476)
C (6.3502, 2.1885, 0.9290)
C (7.4822, 2.4099, 0.1626)
C (7.4678, 2.1676, -1.2046)
C (6.3056, 1.6827, -1.7938)
C (5.1734, 1.4554, -1.0333)
H (4.8066, 3.8642, 2.1001)
H (4.2520, 4.8625, 4.2706)
H (2.7861, 3.6594, 5.8645)
H (1.8668, 1.4360, 5.2352)
H (2.4286, 0.4365, 3.0679)
H (6.3922, 2.3521, 1.9974)
H (8.3879, 2.7637, 0.6408)
H (8.3541, 2.3429, -1.8015)
H (6.2824, 1.4749, -2.8566)
H (4.2754, 1.0604, -1.4920)
F (0.0234, -2.1449, 1.3876)
As (-0.1851, -2.7107, 3.0962)
F (-0.9381, -4.1246, 2.4532)
F (1.3575, -3.4603, 2.9893)
F (0.5507, -1.2352, 3.6169)
F (-0.4284, -3.2356, 4.7138)
F (-1.7256, -1.8994, 3.0634)
Cl (1.3304, -0.9554, -2.7032)

Calculated values
E_HOMO (alpha / beta) ... -0.1493 / -0.2105 hartree
2S+1 ... 2
Frontier orbital gap (alpha / beta) ... 0.2081 / 0.2680 Eh
Charge ... -1

The following is a quantum chemistry calculation of a molecular structure, C34H34AuN2O4Se2Te2, from OMol25.

Element x y z (Å)
Au (0.6114, -0.0500, -0.1500)
C (-4.6615, 2.1396, -1.4305)
C (-3.6741, 3.0641, -0.7186)
C (-4.3210, 4.3897, -0.3779)
O (-2.5334, 3.2713, -1.5256)
C (-1.7147, 2.1256, -1.2869)
C (-1.9201, 1.8227, 0.2199)
O (-3.1879, 2.4515, 0.4734)
C (-0.9079, 2.0803, 1.3735)
O (0.3656, 1.5844, 1.0691)
C (-0.6609, 3.5145, 1.8328)
C (0.1005, 3.6847, 2.9912)
C (0.3825, 4.9437, 3.4810)
C (-0.1062, 6.0725, 2.8293)
C (-0.8551, 5.9152, 1.6795)
C (-1.1183, 4.6425, 1.1809)
C (-1.5696, 1.3801, 2.5908)
C (-2.6474, 1.9856, 3.2412)
C (-3.2260, 1.4074, 4.3571)
C (-2.7396, 0.1998, 4.8484)
C (-1.6848, -0.4153, 4.1990)
C (-1.1043, 0.1758, 3.0824)
C (-0.3632, 2.2272, -1.9954)
O (0.2807, 1.0034, -1.8438)
C (-0.6515, 2.2741, -3.5226)
C (-0.1461, 3.2300, -4.3906)
C (-0.3904, 3.1584, -5.7590)
C (-1.1324, 2.1190, -6.2861)
C (-1.6129, 1.1326, -5.4341)
C (-1.3635, 1.2057, -4.0767)
C (0.5087, 3.4120, -1.5997)
C (1.7924, 3.2020, -1.1168)
C (2.6145, 4.2710, -0.7956)
C (2.1743, 5.5734, -0.9773)
C (0.9054, 5.7932, -1.4914)
C (0.0830, 4.7213, -1.7952)
H (-4.9103, 2.5558, -2.4067)
H (-5.5746, 2.0414, -0.8424)
H (-4.2413, 1.1475, -1.5760)
H (-4.7507, 4.8332, -1.2755)
H (-3.6019, 5.0818, 0.0512)
H (-5.1180, 4.2230, 0.3456)
H (-2.1807, 1.2653, -1.7734)
H (-2.0768, 0.7352, 0.2862)
H (0.4766, 2.8077, 3.5025)
H (0.9796, 5.0504, 4.3777)
H (0.1101, 7.0619, 3.2118)
H (-1.2349, 6.7823, 1.1533)
H (-1.6691, 4.5361, 0.2635)
H (-3.0204, 2.9324, 2.8759)
H (-4.0493, 1.9068, 4.8528)
H (-3.1789, -0.2481, 5.7323)
H (-1.2953, -1.3604, 4.5575)
H (-0.2687, -0.3036, 2.6073)
H (0.4566, 4.0418, -4.0132)
H (0.0153, 3.9219, -6.4105)
H (-1.3186, 2.0610, -7.3511)
H (-2.1684, 0.2923, -5.8301)
H (-1.6869, 0.3920, -3.4416)
H (2.1466, 2.1913, -0.9876)
H (3.6046, 4.0812, -0.4011)
H (2.8140, 6.4088, -0.7210)
H (0.5491, 6.8043, -1.6453)
H (-0.9061, 4.9055, -2.1973)
Se (0.3144, -1.8330, -1.7677)
Te (1.2005, -4.0212, -0.7804)
Te (3.2606, -2.7832, 0.2688)
Se (1.7662, -1.2469, 1.6203)
C (-4.5210, -2.4910, 3.0172)
N (-4.2674, -2.0585, 1.6553)
C (-4.9283, -0.8520, 1.1862)
C (-3.1122, -2.3840, 1.0907)
N (-2.1151, -2.6842, 0.5976)
H (-5.5494, -2.8481, 3.1017)
H (-4.3589, -1.6738, 3.7262)
H (-3.8418, -3.3039, 3.2633)
H (-5.9488, -0.8525, 1.5712)
H (-4.9697, -0.8657, 0.0987)
H (-4.4192, 0.0579, 1.5142)

Calculated values
E_HOMO ... -0.1647 hartree
Frontier orbital gap ... 0.2321 Eh
Charge ... -1

The following is a quantum chemistry calculation of a molecular structure, C34H34Br4IrN2O6Si in a non-equilibrium geometry, from OMol25.

Element x y z (Å)
Ir (-0.2491, -0.0305, 1.9366)
C (-1.5170, 3.7121, 3.3044)
C (-1.3739, 2.3801, 2.6479)
N (-0.2297, 1.8307, 2.4284)
O (0.8905, 2.4538, 2.9255)
C (-2.5018, 1.6156, 2.1595)
C (-3.8522, 2.1859, 1.8890)
N (-2.2144, 0.3440, 1.9600)
O (-3.0665, -0.4726, 1.5139)
H (-0.7378, 3.8459, 4.0515)
H (-2.4952, 3.7946, 3.7727)
H (-1.4135, 4.5081, 2.5615)
H (1.6146, 1.9173, 2.5646)
H (-4.4646, 2.2721, 2.7918)
H (-4.3658, 1.5125, 1.2040)
H (-3.7691, 3.1732, 1.4313)
Br (1.8717, -2.6463, 8.0241)
C (1.8442, -2.0510, 6.2277)
C (2.9308, -2.2553, 5.3963)
Br (4.4590, -3.1889, 6.0072)
C (2.8965, -1.7528, 4.0827)
Br (4.3497, -1.9572, 2.8846)
C (1.8023, -1.0508, 3.6068)
O (1.7584, -0.4769, 2.4242)
C (0.6538, -0.9254, 4.4276)
O (-0.4079, -0.3391, 3.9007)
C (0.7085, -1.3844, 5.7309)
Br (-0.8331, -1.0903, 6.7911)
C (0.2437, 3.4863, -2.8875)
C (-0.2915, 2.9101, -1.5721)
C (0.5259, 3.4984, -0.4150)
C (-1.7558, 3.3321, -1.3872)
Si (-0.1792, 1.0035, -1.5153)
O (-0.2533, 0.4163, -0.0423)
C (-1.6085, 0.3169, -2.5411)
C (-2.5214, -0.5215, -1.8988)
C (-3.5797, -1.1043, -2.5879)
C (-3.7554, -0.8475, -3.9395)
C (-2.8804, 0.0115, -4.5931)
C (-1.8227, 0.5839, -3.8993)
C (1.4787, 0.5396, -2.3029)
C (1.6310, 0.0062, -3.5847)
C (2.8854, -0.3234, -4.0880)
C (4.0200, -0.1213, -3.3159)
C (3.8934, 0.3991, -2.0338)
C (2.6381, 0.7176, -1.5368)
H (0.2136, 4.5830, -2.8559)
H (-0.3495, 3.1632, -3.7474)
H (1.2787, 3.1840, -3.0653)
H (0.4140, 4.5903, -0.3900)
H (1.5918, 3.2746, -0.5196)
H (0.1873, 3.0988, 0.5403)
H (-1.8387, 4.4269, -1.3831)
H (-2.1478, 2.9567, -0.4359)
H (-2.3947, 2.9439, -2.1833)
H (-2.4062, -0.6996, -0.8358)
H (-4.2682, -1.7574, -2.0632)
H (-4.5732, -1.3069, -4.4822)
H (-3.0222, 0.2329, -5.6444)
H (-1.1561, 1.2529, -4.4337)
H (0.7559, -0.1569, -4.2043)
H (2.9773, -0.7303, -5.0886)
H (4.9979, -0.3801, -3.7054)
H (4.7740, 0.5514, -1.4197)
H (2.5502, 1.1138, -0.5293)
C (-1.9178, -3.2409, 0.2012)
C (-0.5347, -2.8287, 0.5977)
O (-0.3749, -2.1590, 1.6148)
C (0.6258, -3.2998, -0.1869)
C (0.5380, -4.4693, -0.9428)
C (1.6453, -4.9385, -1.6263)
C (2.8408, -4.2324, -1.5651)
C (2.9291, -3.0668, -0.8177)
C (1.8268, -2.5982, -0.1213)
H (-2.6225, -2.5580, 0.6748)
H (-2.1067, -4.2547, 0.5680)
H (-2.0344, -3.2296, -0.8812)
H (-0.3908, -5.0258, -0.9725)
H (1.5790, -5.8534, -2.2013)
H (3.7103, -4.5996, -2.0970)
H (3.8604, -2.5212, -0.7738)
H (1.8855, -1.6934, 0.4711)

Calculated values
E_HOMO ... -0.1658 hartree
Frontier orbital gap ... 0.2379 Eh
Charge ... -1

Electronic energy values, unit Ha, following the record order: -1863.5367 -1841.4443 -2735.5562 -5066.1412 -7201.1402 -12566.9586.
Relative energy (zero: lowest compared OMol25 entry of this formula, charge and spin) values, unit kJ/mol, following the record order: 196.9 8.6 89.8 0.0 23.3 0.0.